(1)
Here is a structure of composition C29H32I2NPW from the OMol25 dataset. Energies are from ωB97M-V/def2-TZVPD.

Computed properties:
energy	-2181.295493	a.u.
energy relative to the best compared isomer or geometry (same formula, charge and spin)	0.476	eV
net charge	+4
highest occupied orbital energy (alpha / beta)	-0.7441 / -0.7439	hartree
strongest force on any atom	0.64	eV/A

Each line ends with the natural charge from an NBO analysis.
Cartesian coordinates (Å):
W (-1.29698, -0.07784, -0.17473)  0.60
C (-3.07426, -2.39816, 2.79706)  -0.60
C (-2.70559, -0.97550, 3.24744)  -0.29
C (-1.58007, -0.94005, 4.27427)  -0.62
C (-2.51281, -0.02252, 2.08690)  0.05
C (-3.51689, 0.14993, 1.13092)  -0.06
C (-3.40124, 1.12373, 0.11688)  -0.29
C (-2.41659, 2.14451, 0.15535)  0.12
C (-2.48654, 3.37866, -0.67289)  -0.68
C (-1.34273, 1.91826, 1.03279)  -0.28
C (-1.36368, 0.82168, 1.92829)  -0.24
H (-3.15812, -3.04216, 3.67096)  0.29
H (-2.32284, -2.85341, 2.14159)  0.17
H (-4.03719, -2.44095, 2.28685)  0.23
H (-3.60091, -0.56489, 3.73543)  0.29
H (-0.64809, -1.37298, 3.90323)  0.19
H (-1.87557, -1.52527, 5.14359)  0.28
H (-1.37407, 0.07054, 4.63040)  0.24
H (-4.39897, -0.48026, 1.16122)  0.28
H (-4.18337, 1.18920, -0.63139)  0.29
H (-2.98110, 4.13886, -0.05475)  0.32
H (-3.09189, 3.25579, -1.56933)  0.26
H (-1.49792, 3.76421, -0.92355)  0.26
H (-0.49268, 2.59012, 1.03433)  0.30
H (-0.49784, 0.67556, 2.56485)  0.30
I (-3.07434, -1.81858, -1.48766)  0.72
C (-2.94138, -0.62246, -3.25436)  -0.70
I (-1.39871, 0.77405, -2.80672)  0.77
H (-3.88750, -0.11553, -3.42381)  0.29
H (-2.63241, -1.24530, -4.09079)  0.29
N (-0.10175, -1.57965, 0.98637)  -0.86
C (1.19313, -1.08239, 1.53125)  0.19
C (1.72851, -1.62067, 2.68095)  -0.23
C (2.94074, -1.11126, 3.15037)  -0.11
C (3.59716, -0.09379, 2.46992)  -0.14
C (3.06814, 0.41445, 1.28981)  -0.14
C (1.85196, -0.07902, 0.81975)  -0.50
P (1.18039, 0.17811, -0.81477)  1.24
C (1.65247, -1.22385, -1.82118)  -0.50
C (2.96859, -1.36027, -2.26790)  -0.10
C (3.33271, -2.50947, -2.95518)  -0.17
C (2.40492, -3.51791, -3.18713)  -0.12
C (1.09286, -3.39727, -2.73511)  -0.21
C (0.72700, -2.24985, -2.05626)  -0.15
C (1.65392, 1.72626, -1.54729)  -0.50
C (1.89283, 1.80381, -2.92887)  -0.19
C (2.26083, 3.01641, -3.49454)  -0.18
C (2.39316, 4.14489, -2.69570)  -0.13
C (2.16255, 4.07322, -1.32238)  -0.12
C (1.79145, 2.87242, -0.74653)  -0.22
H (-0.65306, -1.93063, 1.77215)  0.43
H (0.08806, -2.40648, 0.40823)  0.45
H (1.24287, -2.43216, 3.21085)  0.25
H (3.37139, -1.52218, 4.05443)  0.27
H (4.53496, 0.29085, 2.84844)  0.27
H (3.60625, 1.17413, 0.73672)  0.26
H (3.70385, -0.58498, -2.08536)  0.24
H (4.34874, -2.62055, -3.31036)  0.27
H (2.70517, -4.40883, -3.72333)  0.27
H (0.38188, -4.19235, -2.91800)  0.25
H (-0.29284, -2.11406, -1.68251)  0.15
H (1.82601, 0.91785, -3.54901)  0.24
H (2.46690, 3.07624, -4.55501)  0.27
H (2.69767, 5.08439, -3.13901)  0.27
H (2.29989, 4.95189, -0.70598)  0.25
H (1.67298, 2.81349, 0.32979)  0.22

(2)
Here is a structure of composition C36H29AsN7NaO2S4 from the OMol25 dataset. Energies are from ωB97M-V/def2-TZVPD.

Computed properties:
energy	-5913.973136	a.u.
energy relative to the best compared isomer or geometry (same formula, charge and spin)	0.128	eV
net charge	-2
highest occupied orbital energy	-0.0285	hartree
strongest force on any atom	0.52	eV/A

Each line ends with the Mulliken charge.
Cartesian coordinates (Å):
Na (-0.79855, 0.86706, 2.22055)  0.38
N (-3.48188, 1.54931, -1.57246)  0.04
C (-4.47984, 0.59728, -1.82103)  -0.31
C (-5.27777, 0.70397, -2.94806)  -0.65
C (-6.27251, -0.23479, -3.20734)  -0.52
C (-6.46485, -1.29113, -2.33861)  -0.66
C (-5.66164, -1.39682, -1.20377)  -0.52
C (-4.68124, -0.45914, -0.93582)  0.92
S (-3.69826, -0.59520, 0.52958)  -0.33
N (-2.48360, 0.54500, 0.30423)  0.29
C (-2.49965, 1.41396, -0.60812)  0.24
C (-1.36605, 2.39443, -0.69114)  0.27
C (-1.46661, 3.57746, -1.39878)  -0.64
C (-0.36220, 4.42107, -1.44858)  -0.80
C (0.78542, 4.05948, -0.78278)  -1.08
C (0.77774, 2.87002, -0.06170)  -0.69
N (-0.26991, 2.05185, -0.03343)  1.03
H (-3.30712, 2.21239, -2.30252)  0.14
H (-5.12876, 1.53942, -3.62593)  0.38
H (-6.89107, -0.13002, -4.09018)  0.36
H (-7.23085, -2.03090, -2.53354)  0.37
H (-5.80380, -2.21455, -0.50307)  0.40
H (-2.39436, 3.88106, -1.86805)  0.54
H (-0.41834, 5.35686, -1.99063)  0.39
H (1.66752, 4.68599, -0.78904)  0.50
H (1.63199, 2.56916, 0.52938)  0.49
C (-3.31861, -2.87779, 5.09038)  -0.69
O (-2.62055, -3.29709, 3.91581)  -0.46
C (-2.13577, -2.26859, 3.17296)  0.61
O (-2.34825, -1.10475, 3.43367)  -0.54
N (-1.44090, -2.75599, 2.12058)  -0.41
N (-0.72099, -1.86539, 1.32483)  0.78
H (-3.83164, -3.75970, 5.46169)  0.23
H (-4.02917, -2.08822, 4.86120)  0.30
H (-2.62019, -2.50761, 5.83920)  0.28
H (-1.19993, -3.73130, 2.12948)  0.28
H (-0.88024, -2.08713, 0.35112)  0.03
H (0.27564, -1.96173, 1.53464)  -0.40
S (-2.14106, 3.31743, 2.89210)  -0.41
C (-1.02462, 4.17917, 3.91615)  0.41
C (-1.60649, 5.26547, 4.68110)  -0.16
N (-2.10376, 6.12039, 5.27822)  -0.63
C (0.31648, 3.95111, 4.04846)  0.36
S (1.25803, 2.70485, 3.27670)  -0.33
C (1.06650, 4.84313, 4.91281)  -0.14
N (1.69348, 5.54256, 5.58515)  -0.62
S (2.12743, -2.67494, 2.33029)  -0.50
C (3.64376, -2.54840, 1.48138)  0.29
C (4.75433, -3.33774, 1.85013)  -0.65
C (5.91173, -3.36492, 1.09073)  -0.39
C (6.01198, -2.61033, -0.07648)  -0.86
C (4.95725, -1.78039, -0.42855)  -0.07
C (3.79788, -1.71432, 0.34640)  -0.30
As (2.34490, -0.44182, 0.04254)  0.51
C (3.21549, 0.52033, -1.46511)  0.02
C (4.08560, 1.54881, -1.09788)  -0.26
C (4.84094, 2.22771, -2.04524)  -0.72
C (4.72805, 1.89630, -3.39121)  -0.41
C (3.84413, 0.89523, -3.77556)  -0.63
C (3.09451, 0.21405, -2.81950)  -0.03
C (1.16631, -1.56267, -1.05685)  0.10
C (0.09674, -0.95114, -1.71525)  -0.10
C (-0.81323, -1.70573, -2.44743)  -0.61
C (-0.66430, -3.08799, -2.52479)  -0.64
C (0.39418, -3.70385, -1.86785)  -0.82
C (1.30607, -2.94498, -1.13850)  0.06
H (4.67062, -3.93722, 2.74734)  0.38
H (6.74372, -3.98989, 1.40083)  0.32
H (6.90296, -2.65299, -0.69021)  0.37
H (5.05009, -1.17336, -1.31961)  0.31
H (4.17921, 1.81200, -0.04805)  0.41
H (5.51990, 3.01337, -1.73400)  0.40
H (5.32869, 2.41017, -4.13318)  0.36
H (3.74484, 0.63400, -4.82361)  0.37
H (2.42014, -0.57044, -3.13973)  0.36
H (-0.02604, 0.12436, -1.63799)  0.28
H (-1.63841, -1.22086, -2.95681)  0.40
H (-1.37771, -3.67859, -3.08791)  0.35
H (0.50819, -4.78096, -1.91806)  0.36
H (2.11830, -3.42482, -0.60568)  0.30

(3)
Here is a cluster of 11 separate species, C30H34Cl4F8O27 in total at a distorted geometry from the OMol25 dataset. Energies are from ωB97M-V/def2-TZVPD.

Computed properties:
energy	-5834.643530	a.u.
energy relative to the best compared isomer or geometry (same formula, charge and spin)	0.000	eV
net charge	0
highest occupied orbital energy	-0.3767	hartree
strongest force on any atom	7.35	eV/A

Each line ends with the Mulliken charge.
Cartesian coordinates (Å):
C (3.12829, -2.12396, 1.48210)  -1.48
C (2.22820, -0.94440, 2.00299)  2.17
C (1.77581, -1.26325, 3.40628)  0.14
O (1.93759, -0.04064, 3.96578)  -0.33
C (2.62253, 0.84763, 3.19732)  0.56
O (3.01011, 1.97578, 3.44445)  -0.59
O (2.99157, 0.21063, 2.12446)  -0.43
H (3.82733, -1.68375, 0.77101)  0.04
H (2.55710, -2.90593, 0.98176)  0.47
H (3.59044, -2.68368, 2.29527)  0.41
H (1.39202, -0.84536, 1.31082)  -1.27
H (2.32340, -2.10921, 3.82173)  0.18
H (0.69108, -1.36705, 3.37974)  0.00
C (-2.77849, -4.32097, 2.26664)  0.31
Cl (-2.75157, -5.27436, 3.77267)  -0.16
Cl (-2.93137, -5.40755, 0.83712)  -0.21
H (-3.67286, -3.70869, 2.15126)  0.22
H (-1.92422, -3.67135, 2.07603)  -0.16
C (-0.71711, 6.23528, -1.05363)  -0.44
Cl (-2.36414, 6.78168, -0.61701)  -0.18
Cl (-0.36457, 4.55463, -0.72471)  0.17
H (-0.52750, 6.41787, -2.11137)  0.16
H (-0.07827, 6.97545, -0.57184)  0.34
C (5.12991, -4.27641, -1.43431)  -0.44
C (5.85480, -3.01961, -1.82709)  0.17
O (4.79785, -2.03497, -1.70978)  -0.30
C (3.61570, -2.61813, -1.92124)  0.40
O (2.53774, -2.12366, -2.05569)  -0.21
O (3.92675, -3.91324, -2.07304)  -0.39
F (6.30802, -3.01529, -3.07520)  -0.27
H (5.02856, -4.23100, -0.34999)  0.26
H (5.59593, -5.19359, -1.79442)  0.36
H (6.67369, -2.82025, -1.13587)  0.37
C (4.53907, 1.46208, -1.28525)  -0.21
C (3.48446, 2.59064, -1.03853)  1.12
O (4.11598, 3.47949, -1.94198)  -0.38
C (5.43055, 3.17700, -2.25501)  0.61
O (6.21748, 3.90501, -2.99863)  -0.63
O (5.76558, 2.12001, -1.58886)  -0.30
F (3.68477, 3.06426, 0.17275)  -0.29
H (4.15920, 0.73317, -2.00113)  0.14
H (4.62571, 0.84487, -0.39103)  0.12
H (2.42963, 2.34399, -1.15938)  -0.16
C (-4.33319, -0.44218, -2.41375)  -0.32
C (-5.27788, -0.34892, -1.18863)  0.37
O (-4.90576, 0.75964, -0.53907)  -0.27
C (-3.79156, 1.37036, -1.11955)  0.60
O (-3.29387, 2.40539, -0.65602)  -0.47
O (-3.47449, 0.61925, -2.17269)  -0.32
F (-5.14532, -1.35135, -0.31992)  -0.25
H (-4.90396, -0.29956, -3.33135)  0.33
H (-3.78167, -1.36975, -2.56710)  0.19
H (-6.31579, -0.37538, -1.52048)  0.22
C (0.87911, -4.57921, -2.96002)  -0.37
C (-0.15601, -3.52343, -2.78544)  1.35
O (-1.41154, -4.22506, -2.85790)  -0.38
C (-1.19641, -5.46071, -3.39367)  0.51
O (-2.04412, -6.34480, -3.49591)  -0.57
O (0.10183, -5.57752, -3.62943)  -0.36
F (-0.04111, -2.68948, -3.84867)  -0.34
H (1.12917, -5.05273, -2.01063)  0.28
H (1.69921, -4.12935, -3.51963)  0.31
H (0.13254, -2.89855, -1.94023)  -0.46
C (-0.33100, 1.03376, -0.17007)  0.47
C (-0.59474, -0.18492, -1.01791)  -0.13
O (-1.41529, -0.99283, -0.23464)  -0.27
C (-1.72690, -0.45780, 0.87340)  0.59
O (-2.37357, -1.01368, 1.78199)  -0.63
O (-1.04410, 0.73361, 1.03008)  -0.32
F (0.54317, -0.84943, -1.20687)  0.42
H (-0.79217, 1.93756, -0.56827)  -0.59
H (0.68720, 1.34188, 0.06746)  0.02
H (-0.92442, 0.22993, -1.97044)  0.38
C (-1.25672, -1.05383, 5.07603)  0.20
C (-2.10707, -0.25844, 6.10992)  0.11
O (-3.22180, -0.78381, 5.51120)  -0.28
C (-3.08153, -2.08033, 5.12328)  0.67
O (-4.02895, -2.86319, 4.93476)  -0.59
O (-1.85986, -2.30709, 4.83096)  -0.22
F (-1.98030, 1.03725, 5.77926)  -0.22
H (-0.24154, -1.29152, 5.39388)  0.44
H (-1.23484, -0.38731, 4.21383)  -0.28
H (-1.93276, -0.45644, 7.16752)  0.27
C (0.01773, 3.57591, -5.78009)  -0.57
C (0.13423, 4.60873, -4.64980)  0.21
O (0.88073, 3.81310, -3.72405)  -0.15
C (0.61603, 2.48454, -3.92897)  0.39
O (0.76008, 1.57504, -3.14519)  -0.26
O (0.10703, 2.36977, -5.11413)  -0.34
F (-1.10104, 4.79811, -4.16916)  -0.26
H (0.85229, 3.58413, -6.48120)  0.36
H (-0.96001, 3.71708, -6.24074)  0.31
H (0.50262, 5.57072, -5.00614)  0.31
C (-3.67351, 2.23854, 2.91795)  0.06
C (-2.54559, 3.19719, 3.18716)  0.55
O (-3.20053, 4.13477, 4.07355)  -0.38
C (-4.25673, 3.56488, 4.64446)  0.57
O (-4.94487, 4.17042, 5.57720)  -0.63
O (-4.52563, 2.38407, 4.01586)  -0.36
F (-1.87008, 3.62402, 2.19362)  -0.12
H (-3.43337, 1.19147, 2.73338)  -0.07
H (-4.35664, 2.67149, 2.18719)  0.25
H (-1.84145, 2.78279, 3.90865)  0.14

Question: Look up the energy of the first one.
Answer: -2181.295493 a.u.

Question: The lowest energy relative to the best compared isomer or geometry (same formula, charge and spin) belongs to which entry?
Answer: C30H34Cl4F8O27

Question: What is the formula in the second record?
Answer: C36H29AsN7NaO2S4